{
  "formula": "C15H15I3N3O2Pt",
  "method": "ωB97M-V/def2-TZVPD",
  "symbols": ["Pt", "I", "C", "C", "C", "I", "C", "O", "C", "C", "N", "C", "C", "C", "C", "C", "C", "N", "C", "H", "H", "H", "H", "H", "H", "H", "H", "H", "H", "H", "N", "C", "O", "C", "I", "H", "H", "H", "H"],
  "xyz": [[0.1691, -0.0642, 0.9233], [-0.0886, 6.7991, -1.1940], [-0.5254, 4.8990, -0.4593], [-0.9132, 4.7404, 0.8626], [-1.1961, 3.4740, 1.3514], [-1.7153, 3.2122, 3.3482], [-1.1179, 2.3479, 0.5278], [-1.4300, 1.1273, 0.9863], [-0.7149, 2.5287, -0.8085], [-0.6184, 1.3152, -1.6825], [0.4855, 0.4180, -1.2388], [0.5059, -0.8794, -1.9354], [-0.6263, -1.7448, -1.4452], [-1.3422, -2.5865, -2.2752], [-2.3587, -3.3605, -1.7339], [-2.6401, -3.2605, -0.3820], [-1.8889, -2.3899, 0.3867], [-0.9022, -1.6656, -0.1378], [-0.4195, 3.7936, -1.2908], [-0.9877, 5.5983, 1.5163], [-1.5394, 0.7322, -1.6162], [-0.4581, 1.5968, -2.7261], [1.3740, 0.8943, -1.3605], [0.4417, -0.7512, -3.0186], [1.4537, -1.3676, -1.7011], [-1.1105, -2.6290, -3.3306], [-2.9322, -4.0243, -2.3665], [-3.4321, -3.8352, 0.0751], [-2.0750, -2.2565, 1.4442], [-0.1179, 3.9181, -2.3237], [2.3502, -0.9046, 3.2178], [2.5922, -1.4864, 2.0507], [1.9019, -1.2853, 1.0292], [3.7378, -2.4429, 1.9642], [3.0023, -4.4111, 2.3394], [1.5675, -0.2725, 3.3176], [2.9117, -1.1052, 4.0285], [4.5111, -2.2366, 2.6969], [4.1463, -2.4352, 0.9603]],
  "atomic_forces_ev_per_a": [[-0.085, -0.094, -0.031], [-0.005, -0.020, 0.007], [0.008, 0.000, -0.021], [-0.004, 0.012, 0.013], [0.000, -0.056, -0.022], [0.001, 0.008, 0.006], [-0.002, 0.129, 0.000], [0.078, -0.021, -0.026], [-0.017, -0.052, 0.047], [-0.024, -0.007, 0.024], [0.007, -0.014, 0.003], [0.013, 0.038, 0.013], [-0.001, -0.024, 0.008], [-0.003, -0.025, -0.015], [0.017, 0.011, -0.010], [0.015, 0.010, 0.028], [-0.019, -0.037, 0.015], [-0.005, 0.046, -0.018], [0.013, 0.037, -0.016], [0.001, -0.003, 0.004], [0.006, -0.001, -0.004], [0.004, -0.001, -0.002], [0.003, -0.002, 0.014], [-0.008, 0.005, -0.001], [0.003, -0.005, -0.015], [0.000, 0.002, -0.001], [-0.001, -0.001, 0.001], [-0.001, 0.001, 0.002], [-0.004, 0.009, -0.002], [0.000, 0.001, 0.000], [0.007, 0.032, -0.013], [-0.017, -0.045, 0.032], [0.024, 0.079, -0.013], [-0.007, 0.000, -0.002], [0.003, 0.017, -0.004], [0.002, -0.008, 0.003], [0.001, -0.005, -0.004], [0.001, -0.008, 0.001], [-0.003, -0.007, 0.000]],
  "total_charge": 1,
  "e_homo_ev": [-10.366, -10.440],
  "spin_multiplicity": 3,
  "lumo_ha": [-0.111, -0.156],
  "gap_ev": [7.336, 6.197]
}